# 1
DFT (the ωB97M-V functional and the def2-TZVPD basis) results for a structure of composition C44H57BiF6N9PS.

ORCA input file:
```
! RIJCOSX wB97M-V def2-TZVPD def2/J DEFGRID3
* xyz -2 1
Bi 0.007 0.399 -1.075
C -0.585 -3.689 -2.072
N -0.116 -2.599 -2.901
C -0.816 -2.541 -4.176
C 1.284 -2.453 -3.040
C 2.129 -3.552 -2.904
C 3.503 -3.443 -3.068
C 4.040 -2.206 -3.397
C 3.214 -1.100 -3.518
C 1.824 -1.169 -3.317
N 1.037 0.001 -3.261
C 1.383 1.007 -4.164
C 1.701 0.670 -5.509
C 2.012 1.610 -6.472
C 2.018 2.967 -6.158
C 1.693 3.327 -4.862
C 1.373 2.390 -3.880
N 1.071 2.834 -2.552
C 2.223 3.378 -1.835
C -0.110 3.675 -2.431
H -0.450 -4.680 -2.543
H -0.074 -3.668 -1.110
H -1.649 -3.543 -1.881
H -0.650 -3.462 -4.760
H -1.885 -2.419 -4.013
H -0.458 -1.692 -4.758
H 1.699 -4.518 -2.662
H 4.141 -4.308 -2.940
H 5.111 -2.090 -3.521
H 3.653 -0.130 -3.716
H 1.679 -0.379 -5.778
H 2.239 1.282 -7.482
H 2.269 3.718 -6.900
H 1.697 4.376 -4.579
H 2.556 4.347 -2.243
H 1.963 3.522 -0.782
H 3.063 2.681 -1.865
H 0.078 4.716 -2.737
H -0.920 3.274 -3.040
H -0.447 3.680 -1.388
F -3.394 1.341 -1.008
F 5.001 7.405 4.028
C 4.646 6.226 3.503
C 4.177 5.208 4.301
F 4.088 5.410 5.623
C 3.807 3.998 3.749
F 3.366 3.066 4.595
C 3.880 3.708 2.376
S 3.442 2.189 1.706
C 4.349 4.790 1.610
F 4.450 4.663 0.287
C 4.728 6.002 2.147
F 5.180 6.987 1.357
N -6.558 -1.219 -1.518
C -5.642 -0.703 -2.001
C -4.502 -0.072 -2.589
C -4.535 0.480 -3.846
C -3.369 0.987 -4.421
C -2.172 0.743 -3.747
N -2.080 0.185 -2.551
C -3.267 0.075 -1.791
H -5.461 0.467 -4.411
H -3.365 1.425 -5.409
H -1.227 0.925 -4.252
H -3.148 -0.656 -1.000
C 1.972 -0.529 -0.397
H 2.017 -1.606 -0.593
H 2.012 -0.346 0.686
H 2.819 -0.023 -0.880
N -1.048 -1.160 0.120
P -1.148 -1.144 1.652
N -1.299 0.282 2.568
C -2.578 1.005 2.305
C -2.521 2.418 2.898
C -1.662 2.412 4.165
C -0.199 2.125 3.786
C -0.139 1.193 2.572
N -2.542 -1.964 2.107
C -2.761 -2.339 3.496
C -4.247 -2.566 3.744
C -4.779 -3.723 2.880
C -4.090 -3.748 1.497
C -3.566 -2.365 1.136
N 0.094 -1.867 2.536
C 0.393 -1.651 3.949
C 1.900 -1.690 4.181
C 2.444 -3.050 3.738
C 2.098 -3.296 2.267
C 0.596 -3.148 2.028
H -3.385 0.448 2.787
H -2.807 1.056 1.235
H -3.537 2.757 3.105
H -2.090 3.117 2.173
H -2.035 1.624 4.830
H -1.739 3.360 4.703
H 0.340 1.684 4.628
H 0.316 3.054 3.531
H 0.790 0.626 2.591
H -0.106 1.802 1.657
H -2.381 -1.551 4.153
H -2.216 -3.262 3.755
H -4.785 -1.645 3.500
H -4.415 -2.769 4.803
H -5.861 -3.616 2.758
H -4.612 -4.673 3.395
H -4.780 -4.099 0.726
H -3.238 -4.435 1.516
H -4.406 -1.654 1.107
H -3.107 -2.360 0.151
H -0.070 -2.447 4.559
H -0.029 -0.701 4.269
H 2.119 -1.501 5.236
H 2.370 -0.892 3.597
H 1.988 -3.837 4.356
H 3.526 -3.100 3.888
H 2.414 -4.296 1.953
H 2.627 -2.566 1.649
H 0.077 -3.984 2.532
H 0.369 -3.204 0.965
*
```

Output
gap between HOMO and LUMO: 6.44 eV
E: -102234.41852 eV
ΔE to the lowest compared entry with this formula, charge and spin: 47.7 kJ/mol
E_LUMO: 4.183 eV
HOMO: -0.08302 Ha

# 2
DFT (the ωB97M-V functional and the def2-TZVPD basis) results for a structure of composition C44H58BIrN10O3P2S.

ORCA input file:
```
! RIJCOSX wB97M-V def2-TZVPD def2/J DEFGRID3
* xyz 2 1
Ir 0.757 -0.492 -0.073
C -4.434 0.936 4.001
C -3.193 0.341 3.347
C -3.073 -1.151 3.664
P -1.472 0.332 -0.255
C -2.963 -0.606 -0.897
C -3.238 -1.894 -0.119
C -4.203 0.277 -0.958
C -2.005 2.060 0.069
C -2.593 2.944 0.945
C -2.722 4.279 0.550
C -3.366 5.283 1.463
C -2.239 4.674 -0.699
C -1.663 3.785 -1.601
C -1.589 2.463 -1.202
N -1.169 1.253 -1.754
C -1.096 0.917 -3.095
C -1.773 1.704 -4.038
C -1.744 1.399 -5.380
C -1.080 0.263 -5.838
C -0.999 -0.066 -7.297
C -0.475 -0.550 -4.891
C -0.430 -0.232 -3.532
P 0.569 -1.310 -2.434
C 2.154 -1.231 -3.436
C 3.184 -2.314 -3.118
C 2.729 0.181 -3.351
C -0.080 -3.010 -2.936
C -1.592 -3.077 -3.132
C 0.344 -4.093 -1.946
H -4.387 0.843 5.087
H -5.314 0.390 3.663
H -4.574 1.986 3.744
H -1.584 0.448 4.706
H -3.952 -1.702 3.339
H -2.987 -1.298 4.742
H -2.191 -1.577 3.184
H -2.656 -0.867 -1.916
H -3.828 -1.683 0.768
H -2.316 -2.392 0.189
H -3.816 -2.587 -0.729
H -4.477 0.650 0.030
H -5.039 -0.311 -1.337
H -4.069 1.133 -1.619
H -2.979 2.635 1.904
H -3.541 4.868 2.454
H -4.326 5.605 1.056
H -2.741 6.170 1.557
H -2.324 5.717 -0.979
H -1.285 4.138 -2.550
H -2.359 2.541 -3.692
H -2.280 2.029 -6.078
H -1.638 0.588 -7.884
H -1.274 -1.103 -7.488
H 0.027 0.059 -7.647
H -0.016 -1.465 -5.246
H 1.838 -1.397 -4.466
H 3.508 -2.316 -2.081
H 4.059 -2.164 -3.751
H 2.796 -3.304 -3.350
H 2.890 0.494 -2.318
H 2.045 0.891 -3.820
H 3.677 0.237 -3.884
H 0.412 -3.206 -3.893
H -2.114 -3.074 -2.176
H -1.835 -4.016 -3.629
H -1.973 -2.271 -3.755
H -0.175 -3.967 -0.995
H 1.415 -4.089 -1.767
H 0.078 -5.075 -2.335
C 2.994 -1.197 3.596
C 1.926 -1.615 2.799
N 1.389 -0.578 2.159
N 2.056 0.529 2.568
C 3.051 0.167 3.412
B 1.474 1.948 2.452
N 1.623 2.444 1.011
C 1.995 3.663 0.573
C 1.927 3.680 -0.806
C 1.504 2.407 -1.156
N 1.334 1.662 -0.067
N -0.085 1.878 2.896
C -0.658 2.897 3.664
C -1.789 2.443 4.213
C -1.885 1.022 3.806
N -0.798 0.830 2.884
N 2.097 2.835 3.507
C 2.034 2.602 4.855
C 2.716 3.599 5.493
C 3.179 4.429 4.451
N 2.807 3.961 3.279
H 3.621 -1.804 4.223
H 1.549 -2.616 2.697
H 3.735 0.889 3.822
H 2.322 4.406 1.277
H 2.161 4.497 -1.462
H 1.321 2.007 -2.137
H -0.190 3.865 3.719
H -2.458 2.953 4.884
H -3.252 0.483 2.261
H 1.512 1.752 5.266
H 2.870 3.714 6.550
H 3.753 5.337 4.516
N 3.027 -1.078 0.003
C 3.111 -2.495 0.253
C 1.907 -3.162 0.405
C 1.864 -4.520 0.659
C 3.075 -5.176 0.728
C 4.300 -4.546 0.605
C 4.315 -3.177 0.353
S 2.994 -7.007 1.115
O 2.976 -6.844 2.557
O 4.203 -7.514 0.527
O 1.749 -7.398 0.504
H 3.461 -0.554 0.764
H 3.560 -0.822 -0.826
H 0.966 -2.567 0.327
H 0.944 -5.073 0.787
H 5.210 -5.120 0.697
H 5.261 -2.657 0.242
*
```

Output
gap between HOMO and LUMO: 3.54 eV
E: -100525.93550 eV
ΔE to the lowest compared entry with this formula, charge and spin: 228.1 kJ/mol
E_LUMO: -8.154 eV
HOMO: -0.42978 Ha

# 3
DFT (the ωB97M-V functional and the def2-TZVPD basis) results for a structure of composition C44H58Br2N5O9S2SiTi.

ORCA input file:
```
! RIJCOSX wB97M-V def2-TZVPD def2/J DEFGRID3
* xyz 1 1
Ti -0.289 -0.348 0.323
C 5.209 -5.800 1.951
C 3.971 -5.088 1.470
C 2.881 -4.897 2.317
C 1.748 -4.230 1.886
C 1.711 -3.761 0.583
C 2.779 -3.931 -0.288
C 3.903 -4.596 0.163
S 0.321 -2.877 0.019
O -0.143 -2.063 1.209
O -0.650 -3.749 -0.557
N 0.788 -1.675 -0.915
C 0.320 -1.684 -2.319
C -0.554 -0.465 -2.518
O -0.866 -0.025 -3.578
O -0.940 0.047 -1.330
H 5.004 -6.398 2.838
H 5.990 -5.079 2.205
H 5.610 -6.452 1.175
H 2.922 -5.275 3.332
H 0.910 -4.067 2.554
H 2.731 -3.533 -1.297
H 4.747 -4.737 -0.505
H -0.293 -2.558 -2.528
H 1.136 -1.661 -3.033
C -0.806 1.042 5.674
C 0.238 0.541 4.707
C 1.494 0.122 5.107
C 2.414 -0.291 4.160
C 2.046 -0.286 2.831
Br 3.350 -0.845 1.589
N 0.840 0.103 2.396
C -0.027 0.511 3.351
H -0.653 0.625 6.669
H -1.809 0.784 5.334
H -0.758 2.132 5.755
H 1.763 0.120 6.158
H 3.412 -0.598 4.439
H -0.991 0.825 3.002
C 2.892 0.715 -1.562
O 1.841 1.022 -0.646
C 1.883 2.237 -0.035
C 2.948 3.107 -0.059
C 2.830 4.289 0.667
Br 4.280 5.496 0.644
C 1.708 4.597 1.397
C 0.623 3.714 1.413
C 0.738 2.556 0.676
O -0.300 1.642 0.575
C -0.560 4.085 2.226
N -0.561 5.138 2.993
C -1.814 5.172 3.583
C -2.357 6.090 4.485
C -3.657 5.891 4.902
C -4.421 4.804 4.436
C -3.901 3.886 3.545
C -2.582 4.093 3.138
N -1.752 3.399 2.280
H 2.859 1.394 -2.413
H 2.722 -0.306 -1.885
H 3.862 0.773 -1.070
H 3.848 2.898 -0.617
H 1.633 5.516 1.961
H -1.037 2.059 -0.044
H -1.766 6.928 4.838
H -4.107 6.586 5.599
H -5.441 4.688 4.786
H -4.490 3.052 3.178
H -2.020 2.574 1.774
C -5.287 4.113 -1.466
C -4.032 3.841 -2.310
C -2.954 3.259 -1.505
N -2.118 2.815 -0.867
H -6.087 4.455 -2.120
H -5.096 4.885 -0.722
H -5.620 3.209 -0.957
H -3.656 4.761 -2.753
H -4.249 3.147 -3.121
C -6.150 -2.743 -0.639
C -4.678 -2.619 -1.006
C -4.401 -1.283 -1.682
C -4.247 -3.771 -1.892
O -3.859 -2.734 0.185
Si -3.629 -1.888 1.543
S -2.494 -0.109 1.145
O -5.059 -1.376 2.119
C -5.561 -0.566 3.202
C -4.449 -0.135 4.155
C -6.227 0.642 2.564
C -6.580 -1.398 3.963
O -2.770 -2.789 2.589
C -2.940 -4.169 3.011
C -2.019 -5.036 2.172
C -2.532 -4.201 4.472
C -4.380 -4.647 2.848
H -6.764 -2.675 -1.541
H -6.442 -1.952 0.054
H -6.340 -3.707 -0.159
H -4.938 -1.219 -2.633
H -3.333 -1.167 -1.874
H -4.722 -0.457 -1.039
H -4.801 -3.757 -2.834
H -4.438 -4.721 -1.388
H -3.177 -3.703 -2.105
H -3.736 0.521 3.653
H -3.908 -1.016 4.518
H -4.875 0.397 5.008
H -5.501 1.184 1.949
H -6.618 1.314 3.333
H -7.053 0.323 1.924
H -6.095 -2.245 4.450
H -7.346 -1.775 3.282
H -7.061 -0.789 4.734
H -0.982 -4.711 2.286
H -2.284 -4.956 1.115
H -2.095 -6.081 2.483
H -1.530 -3.778 4.589
H -2.526 -5.229 4.844
H -3.229 -3.614 5.077
H -4.667 -4.651 1.792
H -5.069 -4.003 3.390
H -4.474 -5.664 3.235
*
```

Output
gap between HOMO and LUMO: 7.10 eV
E: -265200.24568 eV
ΔE to the lowest compared entry with this formula, charge and spin: 42.4 kJ/mol
E_LUMO: -3.297 eV
HOMO: -0.38211 Ha

# 4
DFT (the ωB97M-V functional and the def2-TZVPD basis) results for a structure of composition C44H58Cl3N4O3P3STi.

ORCA input file:
```
! RIJCOSX wB97M-V def2-TZVPD def2/J DEFGRID3
* xyz 1 2
Ti 1.127 0.866 0.333
O 0.112 1.596 1.759
C -0.109 2.849 2.097
C -1.232 3.183 2.867
C -1.450 4.488 3.253
C -0.560 5.510 2.909
C 0.564 5.189 2.180
C 0.804 3.874 1.755
C 2.073 3.595 1.108
N 2.399 2.482 0.563
C 3.802 2.203 0.222
C 4.081 0.778 0.718
N 3.051 -0.049 0.074
C 3.410 -0.876 -0.837
C 2.524 -1.347 -1.884
C 2.920 -2.415 -2.703
C 2.229 -2.717 -3.853
C 1.150 -1.905 -4.223
C 0.759 -0.830 -3.455
C 1.427 -0.538 -2.253
O 1.094 0.525 -1.553
H -1.917 2.392 3.146
H -2.328 4.725 3.841
H -0.741 6.526 3.225
H 1.282 5.961 1.927
H 2.809 4.403 1.137
H 4.467 2.930 0.693
H 3.938 2.236 -0.863
H 3.958 0.761 1.803
H 5.088 0.448 0.449
H 4.461 -1.168 -0.914
H 3.790 -2.997 -2.421
H 2.532 -3.544 -4.479
H 0.621 -2.114 -5.146
H -0.058 -0.189 -3.758
C 4.468 2.631 5.074
P 3.009 1.985 4.172
C 1.660 2.748 5.149
C 3.000 0.280 4.876
C 1.810 -0.605 4.516
P 1.537 -1.063 2.749
C 2.865 -2.308 2.522
C 0.100 -2.167 2.998
H 4.399 2.461 6.151
H 4.561 3.704 4.900
H 5.377 2.156 4.704
H 1.775 2.548 6.217
H 0.691 2.378 4.817
H 1.661 3.827 4.989
H 3.029 0.367 5.968
H 3.940 -0.197 4.580
H 0.879 -0.139 4.855
H 1.895 -1.553 5.057
H 2.835 -3.071 3.303
H 3.845 -1.827 2.541
H 2.757 -2.799 1.552
H 0.208 -2.735 3.925
H 0.020 -2.871 2.170
H -0.821 -1.585 3.037
Cl -5.070 0.235 -5.315
C -4.366 -1.005 -4.327
C -2.993 -1.173 -4.309
C -2.463 -2.169 -3.507
C -3.256 -3.001 -2.723
C -2.562 -4.009 -1.838
C -2.664 -3.643 -0.354
N -2.108 -2.319 -0.109
C -2.807 -1.207 0.294
C -1.882 -0.231 0.487
N -0.624 -0.724 0.208
C -0.806 -1.978 -0.148
O -3.066 -5.314 -2.034
C -2.044 -6.298 -2.062
C -1.398 -6.446 -0.718
C -0.222 -5.888 -0.320
Cl 0.853 -4.939 -1.273
S 0.128 -6.143 1.335
C -1.334 -7.013 1.542
C -2.037 -7.096 0.384
C -4.631 -2.795 -2.768
Cl -5.725 -3.748 -1.806
C -5.194 -1.811 -3.564
H -2.359 -0.542 -4.916
H -1.389 -2.311 -3.482
H -1.502 -3.980 -2.118
H -2.137 -4.379 0.254
H -3.704 -3.628 -0.035
H -3.878 -1.218 0.393
H -2.025 0.785 0.812
H -0.032 -2.675 -0.433
H -1.308 -6.056 -2.834
H -2.544 -7.225 -2.338
H -1.584 -7.428 2.503
H -2.987 -7.604 0.296
H -6.266 -1.675 -3.583
C -2.661 4.377 -0.300
C -1.365 4.490 -1.100
P -0.540 2.864 -1.355
C 0.739 3.240 -2.647
C 0.594 4.516 -3.471
C -1.831 1.921 -2.266
C -2.242 2.437 -3.641
H -3.008 5.359 0.021
H -2.534 3.766 0.595
H -3.458 3.934 -0.899
H -0.655 5.131 -0.571
H -1.560 4.969 -2.061
H 0.776 2.367 -3.301
H 1.705 3.245 -2.133
H -0.346 4.549 -4.020
H 1.401 4.585 -4.203
H 0.642 5.413 -2.852
H -2.700 1.893 -1.603
H -1.483 0.886 -2.322
H -2.635 3.454 -3.594
H -3.028 1.814 -4.073
H -1.404 2.442 -4.340
*
```

Output
gap between HOMO and LUMO (alpha / beta): 7.41 / 8.03 eV
E: -158056.57926 eV
E_LUMO (alpha / beta): -2.421 / -2.365 eV
HOMO (alpha / beta): -0.36128 / -0.38198 Ha
expectation value of S²: 0.7532